[1]
2 unconnected molecules or ions with the total composition C3H11NOS, computed with ωB97M-V/def2-TZVPD.

Properties
F_max: 2.3 eV Å⁻¹
SMILES string: NCCCS.O
Energy relative to the best compared isomer or geometry (same formula, charge and spin): 26.1 kcal/mol
Multiplicity: 1
HOMO: -0.330 Eh
Frontier orbital gap: 9.7 eV
DFT total energy: -649.04050 hartree

Element x y z (Å)
N  0.88604  0.47971  1.28682
C  -0.00907  1.20597  0.40676
C  -0.54056  0.36827  -0.74759
C  -1.57031  -0.65502  -0.20561
S  -2.89312  -0.19300  0.94531
H  1.09685  0.81791  2.19910
H  1.50953  -0.02420  0.68866
H  -0.89627  1.59966  0.90765
H  0.48268  2.12089  0.03295
H  -0.93082  0.98073  -1.56403
H  0.27637  -0.11013  -1.29970
H  -1.02215  -1.54383  0.08199
H  -2.20068  -0.79890  -1.07187
H  -3.74644  0.24446  0.00708
O  3.55157  -1.57726  -0.56296
H  3.02347  -1.45245  0.22486
H  2.98291  -1.46282  -1.32942

Atomic partial charges in e from the Löwdin method, atoms 1 to 5: 0.017 -0.340 -0.253 -0.566 0.705

---

[2]
2 unconnected molecules or ions with the total composition C3H11NOS2, computed with ωB97M-V/def2-TZVPD.

Properties
F_max: 0.7 eV Å⁻¹
SMILES string: CSSCCN.O
Energy relative to the best compared isomer or geometry (same formula, charge and spin): 13.5 kcal/mol
Multiplicity: 1
HOMO: -0.281 Eh
Frontier orbital gap: 8.3 eV
DFT total energy: -1047.24592 hartree

Element x y z (Å)
C  2.22865  -0.94183  2.13891
S  1.10511  0.23737  1.36237
S  0.08490  -1.08720  0.15223
C  -0.56003  0.13058  -1.00823
C  -1.84617  -0.34362  -1.72246
N  -2.12828  -1.76791  -1.72931
H  2.35225  -1.80046  1.47661
H  3.16875  -0.43536  2.31706
H  1.88324  -1.30700  3.09809
H  0.21072  0.38407  -1.73143
H  -0.77332  1.05428  -0.48561
H  -1.78227  0.02564  -2.74423
H  -2.70355  0.16747  -1.27603
H  -1.33927  -2.36772  -1.89639
H  -2.69942  -2.06768  -0.95903
O  -0.35206  3.91722  -0.52343
H  -0.75966  4.31015  0.26077
H  -0.99709  4.02419  -1.22772

Atomic partial charges in e from the Löwdin method, atoms 1 to 5: -0.494 0.454 0.493 -0.572 -0.339

---

[3]
2 unconnected molecules or ions with the total composition C3H11NP, computed with ωB97M-V/def2-TZVPD.

Properties
F_max: 4.0 eV Å⁻¹
Net charge: +1
Energy relative to the best compared isomer or geometry (same formula, charge and spin): 157.4 kcal/mol
Multiplicity: 1
HOMO (spin up / spin down): -0.460 / -0.487 Eh
Frontier orbital gap (spin up / spin down): 7.9 / 8.4 eV
DFT total energy: -516.56388 hartree

Element x y z (Å)
C  1.66847  -0.92988  0.26126
C  -2.25921  0.45842  0.48708
C  0.41911  -0.25539  -0.18581
N  0.77101  0.78764  -1.22500
P  -1.17625  -0.98736  -0.25001
H  1.60928  -1.45725  1.30813
H  2.55972  -0.26462  0.20803
H  1.74662  -1.82107  -0.29693
H  -2.65088  0.18277  1.46608
H  -3.03587  0.61061  -0.16494
H  -1.75600  1.33996  0.53825
H  -0.01456  0.96073  1.48409
H  1.06753  0.45408  -2.16622
H  1.74368  1.18928  -1.03610
H  0.13738  1.58520  -1.25462
H  -0.83005  -1.85309  0.82670

Atomic partial charges in e from the Löwdin method, atoms 1 to 5: -0.143 -0.272 -0.642 0.141 0.916

---

[4]
2 unconnected molecules or ions with the total composition C3H11NS, computed with ωB97M-V/def2-TZVPD.

Properties
F_max: 3.8 eV Å⁻¹
SMILES string: CCN.CS
Energy relative to the best compared isomer or geometry (same formula, charge and spin): 23.2 kcal/mol
Multiplicity: 1
HOMO: -0.337 Eh
Frontier orbital gap: 10.0 eV
DFT total energy: -573.79452 hartree

Element x y z (Å)
C  0.75844  0.46867  -1.96214
C  0.81497  0.91389  -0.47041
N  0.48211  2.37739  -0.55407
H  0.96763  -0.57626  -2.06619
H  -0.32490  0.60276  -2.23786
H  1.44704  1.03938  -2.49345
H  0.11644  0.39232  0.19554
H  1.82478  0.75798  -0.14277
H  0.46361  2.78373  0.43913
H  -0.56262  2.47999  -0.70814
C  -1.10091  -1.67941  2.14031
S  -1.40368  -2.41573  0.47304
H  -0.52568  -2.32313  2.81951
H  -0.83971  -0.64820  1.91423
H  -2.06772  -1.57202  2.59311
H  -0.04981  -2.60136  0.06017

Atomic partial charges in e from the Löwdin method, atoms 1 to 5: -0.105 -0.325 -0.062 0.048 0.087

---

[5]
2 unconnected molecules or ions with the total composition C3H11NS, computed with ωB97M-V/def2-TZVPD.

Properties
Expectation value of S²: 0.754
F_max: 5.2 eV Å⁻¹
Net charge: +1
Energy relative to the best compared isomer or geometry (same formula, charge and spin): 75.7 kcal/mol
Multiplicity: 2
HOMO (spin up / spin down): -0.404 / -0.404 Eh
Frontier orbital gap (spin up / spin down): 5.8 / 1.4 eV
DFT total energy: -573.41919 hartree

Element x y z (Å)
C  2.18773  4.57280  2.25857
S  1.33657  2.92083  3.08280
H  3.22697  4.68676  2.55268
H  1.70795  5.30923  2.86786
H  2.07283  4.43924  1.14882
C  -1.13345  -1.35967  -1.60485
C  -0.76239  -2.74150  -1.93682
N  -1.10325  -3.80730  -0.78163
H  -2.11383  -1.18364  -1.08148
H  -1.02053  -0.60533  -2.43346
H  -0.33247  -1.07434  -0.85469
H  0.23131  -2.84410  -2.22304
H  -1.47431  -3.08107  -2.67713
H  -2.11500  -3.86905  -0.77485
H  -0.93300  -4.80651  -1.06131
H  0.22488  3.44363  3.51853

Atomic partial charges in e from the Löwdin method, atoms 1 to 5: -0.152 1.077 0.057 0.030 0.088

---

[6]
2 unconnected molecules or ions with the total composition C3H11NS2, computed with ωB97M-V/def2-TZVPD.

Properties
F_max: 2.4 eV Å⁻¹
SMILES string: CNC.CSS
Energy relative to the best compared isomer or geometry (same formula, charge and spin): 28.4 kcal/mol
Multiplicity: 1
HOMO: -0.311 Eh
Frontier orbital gap: 8.8 eV
DFT total energy: -971.97283 hartree

Element x y z (Å)
C  -1.83763  0.05157  -1.30911
N  -1.37754  0.54179  0.00050
C  -1.28201  -0.52002  0.98796
H  -2.84758  -0.35302  -1.15370
H  -1.27176  -0.77303  -1.88183
H  -1.88503  0.92697  -1.98494
H  -0.40106  0.83862  -0.16558
H  -0.83325  -1.55076  0.68897
H  -0.83316  -0.21574  1.89829
H  -2.27387  -0.81974  1.16172
C  2.25692  0.27408  1.25543
S  3.18077  0.34830  -0.29576
S  1.41833  -0.01962  -1.42428
H  1.69868  -0.66553  1.38201
H  3.01719  0.32102  2.15583
H  1.52441  1.11375  1.30042
H  1.74659  0.50136  -2.61594

Atomic partial charges in e from the Löwdin method, atoms 1 to 5: -0.200 -0.196 -0.187 0.072 0.068